No. 1
Computed, not measured: 9 unconnected molecules or ions with the total composition C31H54O27, with ωB97M-V/def2-TZVPD.

The SMILES is C[C@H]1COC(=O)O1.C[C@H]1COC(=O)O1.C[C@H]1COC(=O)O1.C[C@H]1COC(=O)O1.COC(=O)OC.COC(=O)OC.COC(=O)OC.COC(=O)OC.COC(=O)OC. For the HOMO-LUMO gap, the calculation gives 0.377 hartree. As for the relative energy (zero: lowest compared OMol25 entry of this formula, charge and spin): 270.66 kcal/mol. For the LUMO energy, the calculation gives 0.55 eV.

Geometry (Å):
C  2.004  5.381  1.831
C  1.574  5.520  0.351
C  1.469  4.103  -0.433
O  0.013  3.934  -0.451
C  -0.651  5.035  -0.137
O  -1.860  5.306  -0.235
O  0.200  6.027  0.323
H  2.043  6.389  2.344
H  2.970  4.837  1.856
H  1.395  4.815  2.460
H  2.295  6.089  -0.212
H  1.912  3.244  -0.011
H  1.707  4.108  -1.424
C  -3.054  7.617  5.698
C  -2.966  6.484  4.662
C  -2.441  6.749  3.146
O  -1.238  6.025  3.187
C  -1.245  5.118  4.145
O  -0.485  4.216  4.099
O  -2.200  5.316  5.010
H  -2.159  8.089  5.702
H  -3.372  7.353  6.732
H  -3.853  8.299  5.322
H  -4.010  6.165  4.458
H  -2.271  7.842  3.064
H  -3.046  6.195  2.350
C  1.481  -2.517  -4.960
C  3.056  -2.470  -4.893
C  3.813  -1.719  -5.990
O  4.792  -1.043  -5.207
C  4.589  -1.150  -3.898
O  5.335  -0.713  -2.990
O  3.510  -1.916  -3.679
H  1.061  -1.523  -5.002
H  1.266  -2.981  -4.024
H  0.990  -3.128  -5.733
H  3.615  -3.407  -4.937
H  3.222  -0.930  -6.511
H  4.149  -2.350  -6.710
C  0.258  -4.691  0.485
C  -0.346  -4.813  -0.873
C  -1.847  -4.586  -0.855
O  -2.140  -3.424  -1.637
C  -0.984  -2.986  -2.147
O  -0.859  -2.123  -2.988
O  0.051  -3.739  -1.689
H  -0.207  -5.398  1.249
H  0.120  -3.648  0.919
H  1.329  -5.032  0.385
H  -0.153  -5.843  -1.306
H  -2.311  -4.580  0.137
H  -2.237  -5.483  -1.349
C  -0.392  -7.269  -4.070
O  0.330  -6.159  -4.097
C  1.529  -6.109  -3.457
O  1.953  -7.291  -2.700
O  2.426  -5.055  -3.478
C  3.638  -5.088  -2.793
H  -0.013  -8.179  -4.398
H  -1.279  -7.214  -4.693
H  -0.702  -7.491  -3.085
H  3.574  -4.701  -1.711
H  4.483  -4.677  -3.356
H  3.975  -6.091  -2.816
C  -1.328  -1.651  3.839
O  -1.828  -2.774  4.551
C  -2.335  -3.757  3.793
O  -2.430  -3.611  2.365
O  -2.625  -4.934  4.348
C  -3.334  -5.796  3.542
H  -2.224  -1.141  3.552
H  -0.691  -1.786  3.052
H  -0.577  -0.930  4.322
H  -4.324  -5.452  3.346
H  -3.805  -6.514  4.214
H  -2.838  -6.220  2.658
C  0.289  0.658  -2.924
O  0.829  1.850  -3.486
C  1.626  1.899  -4.415
O  2.119  0.777  -5.148
O  1.985  3.157  -4.715
C  2.831  3.458  -5.882
H  1.016  0.172  -2.272
H  0.049  0.068  -3.821
H  -0.624  0.747  -2.312
H  2.414  3.010  -6.803
H  3.921  3.156  -5.838
H  2.886  4.493  -6.198
C  -4.511  2.162  6.366
O  -4.265  3.085  5.197
C  -3.593  2.491  4.110
O  -3.150  1.168  4.063
O  -3.634  3.187  2.959
C  -2.912  2.773  1.796
H  -4.934  1.172  6.194
H  -5.304  2.642  6.985
H  -3.551  2.062  6.909
H  -1.847  2.815  1.848
H  -3.259  3.354  0.952
H  -2.896  1.661  1.683
C  0.725  1.780  2.485
O  0.733  0.395  1.891
C  1.613  -0.073  1.021
O  2.500  0.807  0.414
O  1.457  -1.288  0.623
C  2.302  -1.908  -0.304
H  1.690  2.254  2.439
H  0.180  1.884  3.471
H  0.101  2.389  1.850
H  2.039  -1.977  -1.367
H  2.418  -2.993  0.002
H  3.284  -1.461  -0.336

Mulliken atomic charge list, values in e, 4 entries:
1. C -0.9897
2. C 0.5663
3. C -0.5351
4. O -0.1665

***

No. 2
Computed, not measured: 3 unconnected molecules or ions with the total composition C31H55BBr2FIN2O4SSi4, with ωB97M-V/def2-TZVPD.

The SMILES is C/C(Br)=C(/Br)c1ccc2c(c1B(N)O)Sc1c(CCO)c(I)cc(CCF)c1N2.C[Si](C)(C)O[Si](C)(C)C.C[Si](C)(C)O[Si](C)(C)C. For the HOMO-LUMO gap, the calculation gives 0.329 hartree. For the LUMO energy, the calculation gives 0.21 eV.

Geometry (Å):
C  -1.145  -3.888  -1.997
C  -0.572  -5.020  -1.190
Br  -1.660  -6.559  -1.089
C  0.607  -4.953  -0.580
Br  1.315  -6.350  0.481
C  1.468  -3.746  -0.659
C  1.357  -2.753  0.306
C  2.159  -1.625  0.272
C  3.083  -1.474  -0.748
C  3.162  -2.453  -1.734
C  2.374  -3.605  -1.714
B  2.486  -4.699  -2.858
N  2.011  -4.429  -4.218
O  3.012  -5.925  -2.540
S  4.336  -2.185  -3.033
C  4.090  -0.442  -3.241
C  4.068  0.132  -4.517
C  4.210  -0.712  -5.753
C  5.648  -0.799  -6.286
O  5.960  -2.093  -6.791
C  3.917  1.515  -4.567
I  3.916  2.546  -6.388
C  3.752  2.276  -3.422
C  3.753  1.685  -2.164
C  3.552  2.539  -0.941
C  4.806  3.307  -0.518
F  5.392  2.733  0.608
C  3.934  0.311  -2.077
N  3.929  -0.316  -0.787
H  -1.667  -3.191  -1.337
H  -0.376  -3.370  -2.566
H  -1.892  -4.274  -2.688
H  0.637  -2.862  1.104
H  2.065  -0.856  1.028
H  1.608  -5.289  -4.588
H  2.816  -4.257  -4.814
H  3.657  -5.846  -1.828
H  3.829  -1.712  -5.540
H  3.556  -0.299  -6.522
H  6.372  -0.507  -5.521
H  5.749  -0.145  -7.150
H  5.711  -2.747  -6.129
H  3.618  3.348  -3.497
H  2.790  3.279  -1.195
H  3.192  1.955  -0.098
H  4.569  4.346  -0.282
H  5.539  3.322  -1.328
H  4.877  -0.616  -0.566
C  0.068  3.569  0.418
Si  -0.670  5.109  -0.341
C  -0.894  6.400  0.993
C  0.506  5.766  -1.631
O  -2.113  4.758  -1.046
Si  -3.608  4.170  -0.684
C  -4.643  4.131  -2.233
C  -4.443  5.261  0.585
C  -3.471  2.437  0.005
H  -0.543  3.198  1.244
H  1.067  3.780  0.806
H  0.150  2.775  -0.328
H  -1.386  7.291  0.598
H  0.076  6.698  1.397
H  -1.499  6.019  1.818
H  0.121  6.677  -2.093
H  0.674  5.032  -2.423
H  1.469  5.999  -1.171
H  -4.758  5.130  -2.657
H  -5.637  3.741  -2.006
H  -4.192  3.491  -2.994
H  -3.911  5.241  1.538
H  -5.465  4.921  0.763
H  -4.484  6.297  0.244
H  -2.945  2.429  0.962
H  -2.929  1.783  -0.682
H  -4.465  2.013  0.165
C  -3.318  -0.039  6.289
Si  -4.297  -1.491  5.633
C  -4.392  -2.806  6.959
C  -6.021  -0.924  5.211
O  -3.581  -2.096  4.280
Si  -2.172  -2.768  3.764
C  -2.294  -3.163  1.947
C  -1.818  -4.347  4.697
C  -0.751  -1.578  4.029
H  -2.329  -0.348  6.633
H  -3.839  0.419  7.132
H  -3.183  0.723  5.518
H  -4.898  -3.700  6.589
H  -4.949  -2.433  7.821
H  -3.398  -3.099  7.302
H  -6.630  -1.750  4.839
H  -6.006  -0.144  4.448
H  -6.507  -0.519  6.101
H  -3.099  -3.873  1.746
H  -1.357  -3.609  1.607
H  -2.482  -2.261  1.359
H  -1.648  -4.153  5.759
H  -0.926  -4.834  4.297
H  -2.652  -5.046  4.614
H  -0.580  -1.392  5.091
H  -0.948  -0.618  3.547
H  0.171  -1.988  3.608

Mulliken atomic charge list, values in e, 4 entries:
1. C -1.1121
2. C 0.1781
3. Br -0.1205
4. C -0.8498

***

No. 3
Computed, not measured: 10 unconnected molecules or ions with the total composition C31H55BrI3NO41PS9, with ωB97M-V/def2-TZVPD.

Its net charge is -1. For the HOMO-LUMO gap, the calculation gives 0.238 hartree. For the LUMO energy, the calculation gives 1.41 eV.

Geometry (Å):
C  1.709  -5.433  2.947
C  0.551  -4.774  3.201
C  -0.697  -5.138  2.438
P  -2.021  -3.823  2.167
I  -2.519  -4.001  4.797
C  -3.296  -5.227  1.754
C  -4.740  -4.736  1.921
C  -5.316  -4.008  0.748
N  -6.738  -3.680  0.895
O  -4.722  -3.710  -0.253
O  -0.961  -2.477  2.401
C  -0.875  -1.672  1.224
C  -2.088  -0.729  1.314
C  -2.179  -0.225  2.737
O  -1.267  0.309  3.306
O  -3.404  -0.364  3.354
C  -0.881  -2.719  0.077
Br  1.071  -3.396  0.136
C  -0.989  -2.279  -1.379
I  -0.884  -0.177  -1.742
C  -1.104  -3.114  -2.406
C  -1.210  -2.726  -3.842
I  -1.175  -5.212  -2.130
O  -1.800  -3.626  0.427
H  2.338  -5.851  3.729
H  2.050  -5.575  1.924
H  0.511  -3.977  3.937
H  -1.109  -5.979  2.991
H  -0.388  -5.518  1.455
H  -3.177  -2.993  2.224
H  -3.190  -6.074  2.430
H  -3.146  -5.503  0.709
H  -5.376  -5.625  2.039
H  -4.873  -4.171  2.849
H  -7.208  -4.140  0.119
H  -6.829  -2.690  0.678
H  0.074  -1.144  1.280
H  -2.012  0.170  0.706
H  -3.018  -1.240  1.074
H  -3.766  0.530  3.431
H  -2.247  -2.666  -4.172
H  -0.647  -1.834  -4.052
H  -0.758  -3.527  -4.434
C  -0.134  2.970  -5.403
C  0.274  2.821  -6.848
O  0.038  1.429  -7.142
S  -1.217  0.914  -6.297
O  -2.379  0.942  -7.113
O  -0.831  -0.260  -5.601
O  -1.295  2.130  -5.270
H  0.639  2.597  -4.731
H  -0.386  3.992  -5.138
H  1.314  3.078  -7.017
H  -0.359  3.423  -7.502
C  -3.039  7.224  -3.470
C  -3.626  7.710  -4.780
O  -2.521  7.676  -5.695
S  -1.550  6.462  -5.314
O  -1.868  5.356  -6.144
O  -0.227  6.961  -5.215
O  -2.129  6.184  -3.853
H  -2.473  8.010  -2.967
H  -3.789  6.825  -2.793
H  -4.023  8.719  -4.717
H  -4.400  7.033  -5.147
C  -0.189  3.575  4.091
C  0.313  2.903  5.338
O  1.281  3.821  5.879
S  0.831  5.320  5.545
O  0.164  5.877  6.667
O  1.929  5.987  4.941
O  -0.264  4.971  4.431
H  0.518  3.464  3.267
H  -1.164  3.208  3.785
H  0.781  1.943  5.137
H  -0.487  2.773  6.069
C  3.018  2.801  0.135
C  3.614  1.612  -0.590
O  2.689  1.358  -1.655
S  2.045  2.727  -2.157
O  2.734  3.181  -3.314
O  0.635  2.575  -2.153
O  2.488  3.629  -0.914
H  2.196  2.500  0.787
H  3.754  3.358  0.708
H  3.703  0.731  0.039
H  4.586  1.853  -1.025
C  -7.539  1.303  4.086
C  -7.838  1.515  5.556
O  -6.713  2.263  6.037
S  -6.173  3.233  4.886
O  -6.707  4.533  5.075
O  -4.778  3.016  4.741
O  -6.942  2.541  3.665
H  -6.816  0.499  3.935
H  -8.431  1.106  3.498
H  -7.925  0.583  6.107
H  -8.739  2.114  5.701
C  4.663  0.721  -8.370
C  5.502  1.694  -7.569
O  5.390  2.930  -8.301
S  3.944  3.026  -8.971
O  3.105  3.810  -8.136
O  4.107  3.318  -10.352
O  3.529  1.502  -8.801
H  5.188  0.379  -9.260
H  4.326  -0.128  -7.782
H  6.545  1.399  -7.507
H  5.103  1.848  -6.564
C  6.765  1.499  -13.490
C  5.268  1.269  -13.449
O  5.141  -0.134  -13.158
S  6.339  -0.599  -12.214
O  5.894  -0.577  -10.864
O  6.945  -1.749  -12.776
O  7.279  0.675  -12.432
H  7.200  1.161  -14.433
H  7.035  2.536  -13.314
H  4.779  1.496  -14.391
H  4.795  1.836  -12.644
C  0.225  -1.853  9.133
C  -0.332  -1.703  7.732
O  0.825  -1.811  6.883
S  1.880  -2.811  7.526
O  1.740  -4.103  6.962
O  3.143  -2.164  7.592
O  1.248  -2.852  9.006
H  0.691  -0.928  9.482
H  -0.524  -2.176  9.850
H  -0.821  -0.747  7.574
H  -1.024  -2.508  7.482
C  3.888  -4.238  10.899
C  3.209  -5.305  10.070
O  3.597  -6.539  10.701
S  3.753  -6.316  12.273
O  2.566  -6.726  12.935
O  5.022  -6.810  12.672
O  3.783  -4.717  12.251
H  4.945  -4.145  10.646
H  3.405  -3.269  10.808
H  3.528  -5.295  9.032
H  2.123  -5.218  10.119

Mulliken atomic charge list, values in e, 4 entries:
1. C -0.8476
2. C 0.0451
3. C -0.8894
4. P -0.1547

***

No. 4
Computed, not measured: a molecular structure, C31H55BrNO3P3Sr, with ωB97M-V/def2-TZVPD.

Its net charge is +2. For the HOMO-LUMO gap (spin up / spin down), the calculation gives 0.197 / 0.106 hartree. As for the relative energy (zero: lowest compared OMol25 entry of this formula, charge and spin): 29.47 kcal/mol. For the LUMO energy (spin up / spin down), the calculation gives -6.85 / -9.40 eV.

Geometry (Å):
N  -2.459  1.405  -10.358
C  -3.241  0.509  -9.755
C  -3.007  0.085  -8.439
C  -1.935  0.651  -7.707
C  -1.126  1.595  -8.383
C  -1.424  1.935  -9.709
C  -1.711  0.342  -6.299
Sr  -0.194  -0.021  1.282
P  -0.225  3.786  5.235
C  -0.961  1.133  -5.483
C  -0.685  0.844  -4.091
C  -0.291  1.880  -3.212
C  -0.066  1.617  -1.844
C  -0.160  0.315  -1.397
C  -0.579  -0.715  -2.204
C  -0.834  -0.461  -3.572
Br  1.256  -0.765  3.609
H  -2.229  -0.537  -5.910
H  -0.582  2.086  -5.860
H  -3.654  -0.670  -7.992
H  -0.255  2.046  -7.911
H  -4.088  0.108  -10.324
H  -0.808  2.661  -10.249
H  -0.181  2.893  -3.608
H  -1.137  -1.274  -4.238
H  0.175  2.454  -1.183
H  -0.714  -1.728  -1.810
P  2.593  0.254  0.159
C  -1.775  3.251  4.393
C  -2.941  4.167  4.776
H  -1.972  2.213  4.695
H  -1.600  3.274  3.308
H  -3.897  3.684  4.547
H  -2.930  4.403  5.847
H  -2.904  5.111  4.219
C  0.603  4.693  3.858
C  1.617  5.705  4.397
H  -0.187  5.201  3.288
H  1.091  3.957  3.201
H  1.860  6.445  3.625
H  1.219  6.242  5.267
H  2.551  5.215  4.696
C  0.766  2.236  5.214
C  0.720  1.512  6.557
H  1.798  2.501  4.940
H  0.374  1.586  4.418
H  1.469  0.712  6.566
H  0.928  2.196  7.388
H  -0.260  1.052  6.723
C  3.792  -0.640  1.250
C  5.039  -1.263  0.637
H  3.191  -1.407  1.765
H  4.072  0.075  2.037
H  4.797  -2.108  -0.015
H  5.627  -0.536  0.068
H  5.678  -1.638  1.446
C  3.029  2.014  0.505
C  3.224  2.948  -0.684
H  3.939  1.971  1.120
H  2.226  2.397  1.161
H  4.205  2.802  -1.148
H  2.454  2.822  -1.452
H  3.174  3.984  -0.331
C  3.219  -0.032  -1.533
C  2.926  -1.444  -2.039
H  4.295  0.190  -1.529
H  2.735  0.716  -2.175
H  2.645  -1.414  -3.100
H  3.807  -2.091  -1.949
H  2.096  -1.915  -1.498
C  -0.619  -6.298  -0.107
C  -1.888  -5.506  0.014
O  -1.707  -4.054  -0.042
P  -0.582  -3.119  0.668
O  0.019  -4.067  1.836
C  -0.265  -4.075  3.280
C  -1.181  -5.216  3.568
O  -1.624  -2.026  1.558
C  -2.932  -1.544  1.057
C  -4.083  -2.491  1.299
H  -0.153  -6.161  -1.089
H  -0.861  -7.361  -0.008
H  0.089  -6.036  0.688
H  -2.570  -5.699  -0.819
H  -2.412  -5.755  0.940
H  0.720  -4.144  3.747
H  -0.689  -3.107  3.569
H  -0.785  -6.145  3.148
H  -1.301  -5.347  4.645
H  -2.180  -5.031  3.152
H  -3.113  -0.612  1.632
H  -2.841  -1.293  -0.007
H  -3.861  -3.355  1.930
H  -4.887  -1.932  1.793
H  -4.475  -2.840  0.341

Mulliken atomic charge list, values in e, 4 entries:
1. N -0.5674
2. C -0.3042
3. C -0.4550
4. C 0.7468